# C37H53GeN4O2SbSeSr

C37H53GeN4O2SbSeSr as an isolated structure (wB97M-V/def2-TZVPD, OMol25).

Last column: Mulliken charge in e.
CARTESIAN COORDINATES (ANGSTROEM)
Sr  1.216  0.385  0.079  0.816
C  1.949  4.093  -0.055  -0.787
C  2.875  3.512  0.976  0.347
C  3.712  4.337  1.717  -0.961
C  4.613  3.767  2.597  -0.453
C  4.666  2.387  2.706  -1.122
C  3.793  1.608  1.957  -0.204
N  2.901  2.178  1.122  1.063
Sb  3.884  -0.620  2.112  0.702
C  4.540  -0.411  -0.028  -0.234
C  5.881  -0.706  -0.270  -1.032
C  6.392  -0.603  -1.551  -0.556
C  5.542  -0.213  -2.571  -0.795
C  4.216  0.066  -2.272  0.239
C  3.263  0.477  -3.353  -0.788
N  3.726  -0.023  -1.026  1.326
C  2.612  -2.287  1.194  -0.036
C  2.799  -3.539  1.776  -1.085
C  2.237  -4.663  1.193  -0.789
C  1.519  -4.526  0.014  -0.492
C  1.354  -3.254  -0.516  -0.131
C  0.640  -3.020  -1.817  -0.781
N  1.860  -2.172  0.084  1.048
H  1.550  5.052  0.273  0.437
H  1.116  3.429  -0.294  -0.143
H  2.509  4.267  -0.979  0.384
H  3.650  5.410  1.591  0.497
H  5.271  4.390  3.191  0.421
H  5.371  1.917  3.380  0.438
H  6.518  -1.016  0.549  0.423
H  7.433  -0.825  -1.754  0.400
H  5.892  -0.123  -3.591  0.430
H  3.759  0.529  -4.321  0.478
H  2.828  1.451  -3.134  0.028
H  2.444  -0.242  -3.428  0.063
H  3.390  -3.634  2.680  0.448
H  2.372  -5.640  1.640  0.430
H  1.097  -5.384  -0.492  0.512
H  1.363  -2.768  -2.596  0.319
H  -0.058  -2.182  -1.735  -0.173
H  0.085  -3.899  -2.140  0.278
C  -0.700  2.858  3.872  -1.668
C  -1.466  2.560  2.609  -0.842
C  -2.853  2.625  2.585  -0.615
C  -3.530  2.439  1.376  0.249
C  -5.032  2.548  1.334  -2.205
C  -2.829  2.154  0.219  0.018
C  -1.410  2.061  0.186  -0.086
C  -0.775  2.277  1.438  2.176
N  -0.622  1.773  -0.888  1.456
C  -1.135  1.949  -2.249  0.373
C  0.090  1.811  -3.156  -1.346
C  -2.120  0.863  -2.719  -0.879
C  -1.708  3.356  -2.477  -1.756
H  -1.320  2.701  4.755  0.377
H  -0.376  3.902  3.879  0.443
H  0.192  2.236  3.965  0.155
H  -3.407  2.847  3.491  0.339
H  -5.483  2.147  2.243  0.439
H  -5.444  2.011  0.479  0.322
H  -5.340  3.592  1.250  0.415
H  -3.397  1.998  -0.686  0.070
H  0.309  2.361  1.489  -0.586
H  0.481  0.792  -3.085  -0.085
H  0.867  2.514  -2.847  0.280
H  -0.158  1.996  -4.203  0.493
H  -1.649  -0.116  -2.606  -0.333
H  -2.364  1.013  -3.774  0.521
H  -3.053  0.833  -2.159  0.174
H  -0.956  4.098  -2.199  0.299
H  -2.600  3.550  -1.886  0.341
H  -1.963  3.501  -3.530  0.498
C  -2.835  -3.400  -3.035  -0.968
Ge  -3.660  -3.664  -1.283  0.650
C  -5.151  -2.423  -1.071  -1.060
C  -4.285  -5.513  -1.124  -1.254
C  -2.305  -3.324  0.105  -0.800
Se  -1.909  -1.417  0.284  0.425
C  -3.234  -1.017  1.640  -0.714
H  -3.582  -3.506  -3.823  0.432
H  -2.052  -4.139  -3.210  0.320
H  -2.399  -2.403  -3.111  0.117
H  -5.853  -2.547  -1.897  0.418
H  -4.788  -1.394  -1.079  0.158
H  -5.689  -2.604  -0.140  0.330
H  -5.020  -5.739  -1.898  0.372
H  -4.751  -5.680  -0.153  0.373
H  -3.455  -6.212  -1.230  0.358
H  -1.371  -3.831  -0.140  0.064
H  -2.621  -3.688  1.083  0.494
H  -4.235  -1.063  1.218  0.287
H  -3.033  -0.007  1.990  -0.321
H  -3.135  -1.724  2.462  0.537
C  -0.378  -0.716  3.476  -0.906
O  0.804  -0.607  2.658  0.443
C  1.966  -0.191  3.284  0.157
O  1.943  0.300  4.380  -0.555
H  -1.012  0.156  3.329  0.079
H  -0.093  -0.787  4.523  0.463
H  -0.894  -1.613  3.145  0.102

As for the total charge: 0. The total energy comes out at -6560.52944 a.u. As for the relative energy (zero: lowest compared OMol25 entry of this formula, charge and spin): 0.0 kcal/mol. As for the LUMO energy: 0.453 eV. The strongest force on any atom comes out at 0.18 eV/A. The orbital gap comes out at 6.94 eV.

=====

# C37H53IrN4PSi

C37H53IrN4PSi as an isolated structure (wB97M-V/def2-TZVPD, OMol25).

Last column: Mulliken spin population.
CARTESIAN COORDINATES (ANGSTROEM)
Ir  -0.559  0.230  -0.150  2.126
C  -2.233  1.614  3.035  0.010
C  -0.962  0.905  3.491  0.004
C  -1.206  0.297  4.874  0.009
P  -0.316  -0.225  2.156  0.298
C  -0.598  -2.012  2.567  0.013
C  0.058  -2.552  3.839  0.009
C  -0.120  -2.853  1.382  0.035
C  1.499  -0.108  2.300  -0.053
C  2.148  -0.014  3.513  0.026
C  3.541  -0.007  3.621  0.157
C  4.214  0.118  4.948  -0.015
C  4.298  -0.138  2.446  -0.036
C  3.701  -0.214  1.220  0.167
C  2.277  -0.152  1.092  0.133
N  1.660  -0.110  -0.090  0.410
C  2.461  -0.036  -1.265  0.042
C  2.584  -1.173  -2.065  0.010
C  1.910  -2.456  -1.685  0.029
C  3.379  -1.083  -3.199  -0.012
C  4.040  0.091  -3.544  0.012
C  4.873  0.160  -4.790  0.000
C  3.877  1.206  -2.732  -0.013
C  3.085  1.170  -1.591  0.018
C  2.904  2.396  -0.744  -0.018
H  -2.468  2.415  3.736  0.000
H  -3.081  0.928  3.025  0.003
H  -2.132  2.048  2.041  0.010
H  -0.161  1.650  3.573  0.013
H  -1.878  -0.559  4.822  0.000
H  -1.688  1.045  5.505  0.000
H  -0.292  -0.011  5.379  0.000
H  -1.687  -2.103  2.653  0.005
H  1.147  -2.515  3.756  0.003
H  -0.218  -3.602  3.948  0.000
H  -0.239  -2.042  4.749  -0.001
H  0.963  -2.762  1.269  0.010
H  -0.588  -2.570  0.439  -0.013
H  -0.334  -3.904  1.576  0.002
H  1.569  0.036  4.425  0.009
H  3.509  0.002  5.769  -0.001
H  4.684  1.100  5.044  0.022
H  5.003  -0.625  5.058  0.013
H  5.377  -0.181  2.518  0.004
H  4.298  -0.314  0.324  0.004
H  0.862  -2.292  -1.432  -0.011
H  2.385  -2.910  -0.812  0.005
H  1.957  -3.171  -2.504  0.000
H  3.491  -1.961  -3.825  0.002
H  5.439  -0.759  -4.938  0.000
H  5.575  0.991  -4.751  0.000
H  4.244  0.301  -5.671  0.001
H  4.367  2.135  -2.998  0.002
H  3.174  3.290  -1.302  0.000
H  3.527  2.366  0.153  0.001
H  1.870  2.497  -0.401  0.040
C  0.724  1.259  -4.262  -0.003
C  -0.056  0.016  -3.970  -0.010
C  -0.266  -0.952  -4.938  0.027
C  -1.065  -2.046  -4.623  -0.004
C  -1.632  -2.150  -3.373  0.030
C  -1.375  -1.136  -2.438  -0.047
N  -0.597  -0.086  -2.751  0.095
N  -1.805  -1.122  -1.135  0.294
Si  -3.360  -1.791  -0.673  -0.012
C  -4.624  -1.354  -1.988  0.006
C  -3.875  -1.038  0.962  0.022
C  -3.303  -3.656  -0.461  0.007
H  0.112  1.958  -4.835  0.000
H  1.614  1.040  -4.848  -0.002
H  1.035  1.740  -3.338  0.000
H  0.178  -0.846  -5.917  0.001
H  -1.240  -2.820  -5.358  0.000
H  -2.232  -3.004  -3.102  -0.001
H  -4.614  -0.290  -2.229  0.000
H  -5.629  -1.607  -1.650  0.000
H  -4.446  -1.896  -2.915  -0.001
H  -3.565  0.005  1.041  -0.007
H  -3.462  -1.581  1.810  0.001
H  -4.959  -1.069  1.063  -0.001
H  -2.996  -4.174  -1.369  0.001
H  -4.295  -4.027  -0.200  0.000
H  -2.622  -3.957  0.336  0.000
N  -1.233  2.206  -1.076  0.125
C  -2.097  3.095  -0.362  0.010
C  -1.566  4.202  0.282  -0.007
C  -2.392  5.004  1.054  0.003
C  -3.740  4.702  1.180  0.010
C  -4.264  3.600  0.519  0.001
C  -3.446  2.792  -0.255  0.004
H  -0.394  2.682  -1.394  -0.018
H  -1.662  1.808  -1.910  0.012
H  -0.511  4.430  0.190  -0.009
H  -1.981  5.868  1.555  0.000
H  -4.381  5.327  1.784  0.001
H  -5.316  3.366  0.604  0.000
H  -3.850  1.927  -0.766  -0.011

As for the total charge: +1. As for the spin multiplicity: 5. The total energy comes out at -2395.74859 a.u. As for the relative energy (zero: lowest compared OMol25 entry of this formula, charge and spin): 0.1 kcal/mol. As for the LUMO energy (alpha / beta): -1.904 / -4.726 eV. The strongest force on any atom comes out at 0.51 eV/A. The orbital gap (alpha / beta) comes out at 7.56 / 5.44 eV. The expectation value of S² is 6.05.

=====

# C37H53N4O2P2Pd

C37H53N4O2P2Pd as an isolated structure (wB97M-V/def2-TZVPD, OMol25).

Last column: Mulliken spin population.
CARTESIAN COORDINATES (ANGSTROEM)
C  -1.412  -1.688  -2.127  -0.027
C  0.710  -2.538  -1.572  0.050
C  -1.530  -2.563  -3.209  0.149
C  0.542  -3.575  -2.537  0.222
C  -0.573  -3.572  -3.350  -0.034
H  -2.380  -2.451  -3.877  0.004
H  1.327  -4.326  -2.609  0.002
H  -0.715  -4.332  -4.112  0.004
N  -0.364  -1.731  -1.301  0.228
P  -2.611  -0.310  -0.091  0.231
P  2.368  -0.867  0.023  0.233
C  -2.471  -0.621  -1.891  0.083
H  -2.175  0.309  -2.399  0.007
H  -3.430  -0.926  -2.326  -0.002
C  1.942  -2.277  -0.936  0.526
H  2.715  -3.039  -1.093  -0.070
C  3.647  -0.101  -1.243  0.151
C  3.379  -1.468  1.570  0.189
C  -3.465  1.384  0.027  0.090
C  -3.746  -1.770  0.374  0.078
C  3.736  1.396  -0.943  0.029
H  4.002  1.598  0.103  -0.001
H  4.525  1.833  -1.579  0.002
H  2.790  1.908  -1.165  0.002
C  5.041  -0.734  -1.160  0.043
H  5.540  -0.581  -0.199  0.002
H  5.017  -1.805  -1.396  -0.001
H  5.671  -0.254  -1.927  0.004
C  3.187  -0.311  -2.690  -0.013
H  3.836  0.277  -3.361  0.001
H  3.254  -1.361  -2.997  -0.010
H  2.159  0.026  -2.849  -0.002
C  4.229  -0.307  2.118  0.030
H  3.598  0.548  2.401  -0.005
H  4.749  -0.660  3.024  0.003
H  4.997  0.048  1.423  0.001
C  2.435  -1.897  2.699  0.027
H  1.811  -1.067  3.052  -0.002
H  1.799  -2.739  2.410  -0.002
H  3.053  -2.230  3.551  -0.001
C  4.228  -2.694  1.213  0.028
H  5.006  -2.491  0.474  0.001
H  4.736  -3.034  2.129  0.011
H  3.600  -3.513  0.846  -0.003
C  -4.184  -1.574  1.835  0.019
H  -4.744  -2.470  2.146  0.001
H  -3.327  -1.465  2.515  -0.002
H  -4.853  -0.711  1.955  0.001
C  -2.966  -3.090  0.247  0.002
H  -2.722  -3.323  -0.797  0.005
H  -2.045  -3.096  0.834  -0.001
H  -3.611  -3.898  0.624  -0.001
C  -4.987  -1.924  -0.523  0.021
H  -5.571  -2.768  -0.123  0.003
H  -5.641  -1.047  -0.525  0.002
H  -4.730  -2.179  -1.558  0.000
C  -2.687  2.407  -0.815  0.000
H  -2.755  2.206  -1.891  0.000
H  -3.126  3.401  -0.639  0.001
H  -1.628  2.449  -0.533  0.004
C  -3.429  1.832  1.495  0.052
H  -2.402  2.009  1.838  -0.014
H  -3.994  2.772  1.584  -0.001
H  -3.892  1.105  2.175  -0.002
C  -4.913  1.333  -0.479  0.018
H  -4.993  0.897  -1.484  0.001
H  -5.581  0.800  0.210  0.001
H  -5.282  2.368  -0.543  0.010
Pd  -0.170  -0.341  0.471  1.209
C  -0.571  -1.543  1.862  0.112
O  -0.767  -2.233  2.773  0.006
N  0.293  0.980  -0.976  0.112
C  0.507  1.232  -2.115  -0.009
C  0.573  2.112  -3.241  0.013
C  0.342  3.478  -2.991  0.009
C  0.901  1.665  -4.538  0.010
C  0.447  4.401  -4.032  -0.004
H  0.110  3.789  -1.971  0.001
C  1.018  2.605  -5.565  -0.002
H  1.071  0.598  -4.705  0.000
C  0.787  3.967  -5.318  0.016
H  0.274  5.458  -3.823  0.000
H  1.297  2.266  -6.565  0.000
H  0.878  4.692  -6.128  0.000
N  -0.639  1.481  6.933  0.001
C  -1.119  1.164  5.688  0.003
O  -2.206  0.611  5.527  0.001
C  -0.256  1.566  4.530  0.020
C  0.840  2.432  4.593  -0.004
C  1.598  2.637  3.441  0.020
C  1.285  1.926  2.274  0.010
N  0.251  1.071  2.237  0.138
C  -0.558  0.974  3.296  -0.004
H  -1.138  1.076  7.711  0.000
H  0.340  1.683  7.082  0.000
H  1.081  2.953  5.517  0.000
H  2.441  3.324  3.426  0.002
H  1.868  2.064  1.358  -0.023
H  -1.474  0.384  3.201  -0.012

As for the total charge: +3. As for the spin multiplicity: 5. The total energy comes out at -2620.77063 a.u. As for the relative energy (zero: lowest compared OMol25 entry of this formula, charge and spin): 0.0 kcal/mol. As for the LUMO energy (alpha / beta): -7.848 / -12.495 eV. The strongest force on any atom comes out at 7.09 eV/A. The orbital gap (alpha / beta) comes out at 7.93 / 4.21 eV. The expectation value of S² is 6.05.

=====

> Which of these has the highest strongest force on any atom?

C37H53N4O2P2Pd

=====

> Look up the relative energy (zero: lowest compared OMol25 entry of this formula, charge and spin) of the third one.

0.0 kcal/mol